A structure of composition C36H38F6N2O2TeTl. Source: OMol25; level of theory: ωB97M-V with the def2-TZVPD basis set.

XYZ file:
```
86
Properties=species:S:1:pos:R:3:forces:R:3
Tl 0.8954 0.1671 0.7060 0.16 0.49 0.17
C -3.8523 0.1868 5.1561 0.02 -0.04 -0.04
C -2.9939 -0.6544 4.2442 0.01 0.01 0.01
C -1.6523 -0.8788 4.5270 -0.01 -0.05 -0.06
C -0.8357 -1.6019 3.6559 -0.03 -0.11 0.08
C 0.6009 -1.8579 4.0533 -0.13 0.03 -0.05
C -1.3689 -2.0926 2.4594 0.18 0.09 -0.04
Te -0.0216 -3.1357 0.8602 -0.27 -0.25 0.11
N -0.7158 -1.7157 -0.4020 -0.40 -0.65 -0.50
C -1.3783 -2.2240 -1.4558 0.42 0.18 0.18
O -1.4606 -3.4050 -1.8584 0.06 0.24 0.23
C -2.1696 -1.1774 -2.2278 -0.07 0.07 0.08
C -2.7023 -1.5157 -3.4692 0.01 0.07 -0.01
C -3.5088 -0.6199 -4.1589 0.03 0.04 0.08
C -3.8091 0.6200 -3.6006 0.01 -0.10 0.00
C -3.2823 0.9619 -2.3621 0.05 -0.01 0.03
C -2.4621 0.0702 -1.6797 0.02 0.00 -0.06
C 1.9159 -3.4191 -0.2455 0.06 0.01 0.06
C 1.7671 -4.0655 -1.4690 -0.01 -0.01 -0.04
C 2.8839 -4.4890 -2.1813 0.04 -0.01 0.08
C 4.1519 -4.2875 -1.6510 -0.09 0.02 0.15
C 4.2941 -3.6483 -0.4245 -0.14 -0.14 -0.09
C 3.1858 -3.1896 0.2930 0.02 0.08 0.05
C 3.4052 -2.4099 1.5669 -0.09 -0.12 -0.05
C -2.7287 -1.9186 2.1813 -0.02 -0.01 -0.16
C -3.3757 -2.4526 0.9221 0.01 0.14 0.10
C -3.5185 -1.2043 3.0821 -0.04 0.02 0.02
H -3.3752 0.3230 6.1283 -0.01 0.00 -0.01
H -4.8338 -0.2676 5.3141 0.03 0.00 0.00
H -4.0152 1.1785 4.7247 -0.02 -0.05 0.06
H -1.2260 -0.4780 5.4440 -0.01 -0.01 -0.03
H 0.7835 -1.5326 5.0803 -0.02 0.00 -0.03
H 1.2923 -1.3254 3.3979 -0.02 0.04 -0.02
H 0.8416 -2.9210 3.9805 0.01 0.02 0.01
H -2.4765 -2.4986 -3.8638 -0.01 0.02 0.00
H -3.9118 -0.8901 -5.1289 -0.01 0.00 0.01
H -4.4615 1.3100 -4.1244 0.04 0.02 -0.02
H -3.5013 1.9280 -1.9196 0.02 -0.04 -0.02
H -2.0446 0.3360 -0.7137 -0.04 0.01 -0.07
H 0.7658 -4.2255 -1.8658 0.10 0.03 0.02
H 2.7631 -4.9721 -3.1448 -0.01 0.00 0.00
H 5.0306 -4.6158 -2.1940 0.02 -0.01 -0.01
H 5.2856 -3.4928 -0.0117 0.02 0.03 0.00
H 4.3439 -2.6986 2.0482 0.00 -0.01 -0.03
H 2.5868 -2.5571 2.2723 0.08 -0.10 -0.05
H 3.4451 -1.3412 1.3226 0.10 -0.11 -0.04
H -2.8636 -3.3346 0.5396 -0.04 -0.05 0.01
H -3.3389 -1.7042 0.1256 -0.05 -0.06 0.14
H -4.4246 -2.7005 1.1020 0.01 -0.01 0.05
H -4.5742 -1.0626 2.8562 0.04 0.01 0.00
C 5.4612 -0.2520 -1.3118 0.01 0.02 0.01
C 4.0737 0.4241 -1.2382 0.05 0.10 -0.01
O 3.4678 0.2812 -0.0553 -0.04 0.13 -0.50
C 3.2219 -0.1736 -2.4091 -0.09 -0.05 0.13
F 1.9127 0.0906 -2.2802 0.04 0.02 -0.02
F 3.3434 -1.5143 -2.4597 -0.03 0.31 -0.08
F 3.5828 0.2876 -3.6424 0.02 -0.09 0.09
C 4.2958 1.9432 -1.5563 -0.05 -0.10 0.19
F 3.1484 2.5887 -1.8436 0.17 0.00 0.04
F 4.8364 2.5598 -0.4877 -0.01 0.02 -0.08
F 5.1473 2.2003 -2.5899 -0.07 -0.01 0.03
H 5.3345 -1.2954 -1.0251 0.01 0.10 -0.01
H 6.1165 0.2417 -0.5926 -0.02 -0.02 -0.01
H 5.9057 -0.1952 -2.3092 0.02 -0.03 0.04
C -0.0506 2.8625 -2.4977 0.12 0.06 0.02
N -0.1857 4.2039 -1.9310 -0.08 -0.08 0.06
C -1.5286 4.7264 -2.0859 0.11 0.01 0.05
C 0.2977 4.2713 -0.5358 0.02 0.02 -0.17
C -0.6021 3.6844 0.5385 -0.16 0.02 0.00
C -1.4274 4.5705 1.2426 0.02 -0.09 0.00
C -2.3096 4.1179 2.2184 0.07 -0.11 -0.07
C -2.3628 2.7559 2.4914 0.05 0.01 -0.06
C -1.5227 1.8849 1.7971 -0.12 0.04 -0.07
C -0.6183 2.2994 0.8050 0.08 -0.11 0.02
H -0.5894 2.8120 -3.4475 0.03 0.02 0.02
H -0.4356 2.0813 -1.8365 -0.12 -0.05 -0.01
H 1.0037 2.6497 -2.6872 -0.13 0.01 0.04
H -1.7977 4.7106 -3.1459 0.00 0.00 0.03
H -1.5563 5.7664 -1.7435 -0.02 -0.02 0.03
H -2.2948 4.1712 -1.5238 -0.02 -0.02 0.00
H 0.4650 5.3327 -0.3146 0.03 0.01 0.00
H 1.2639 3.7641 -0.5174 0.00 0.02 0.01
H -1.3720 5.6381 1.0316 -0.01 -0.03 -0.02
H -2.9437 4.8159 2.7540 0.00 0.03 0.02
H -3.0438 2.3738 3.2490 0.05 0.04 -0.08
H -1.5922 0.8204 2.0487 0.03 0.11 0.02
```
Positions in Å, forces in eV/Å.

Properties
- Net charge: -2
- M: 976.7 g mol⁻¹
- HOMO-LUMO gap (spin up / spin down): 5.355 / 5.439 eV
- 2S+1: 2
- HOMO level (spin up / spin down): -1.17 / -1.26 eV



A structure of composition C36H38IrN9O3Sb in a non-equilibrium geometry. Source: OMol25; level of theory: ωB97M-V with the def2-TZVPD basis set.

XYZ file:
```
88
Properties=species:S:1:pos:R:3:forces:R:3
Ir -0.0236 0.1266 0.4101 -1.00 0.40 -0.23
C -1.4142 -0.7568 3.3623 0.02 0.08 -0.03
C -0.3522 0.2758 3.6112 -0.17 -0.15 -0.22
C -0.2029 0.7816 4.8931 0.09 0.16 0.12
C 0.7622 1.7343 5.1451 -0.07 -0.08 0.02
C 1.5830 2.1208 4.1027 0.04 -0.04 -0.23
C 1.4098 1.5868 2.8281 0.14 -0.06 -0.05
N 0.4237 0.6832 2.5863 0.39 0.13 -0.03
Sb 2.7725 2.5543 1.3973 -0.06 -0.16 -0.25
C 0.4299 2.0918 -1.5157 -0.21 0.60 0.14
C 1.1737 2.6828 -2.5518 0.06 -0.11 -0.14
C 1.2192 2.0559 -3.7754 -0.09 0.10 0.17
C 0.4779 0.8943 -3.9838 -0.02 -0.09 0.06
C -0.1835 0.3181 -2.9145 0.12 -0.14 -0.35
C -1.0891 -0.8632 -3.1161 0.13 0.00 0.04
N -0.1291 0.8684 -1.6908 0.41 0.03 0.30
C 4.0577 0.9771 0.6665 -0.11 0.00 0.26
C 5.3908 1.3926 0.6738 -0.16 0.17 0.03
C 6.3835 0.4958 0.3477 0.05 -0.02 -0.04
C 5.9995 -0.7808 -0.0077 0.11 0.07 -0.01
C 4.6503 -1.1124 -0.0604 0.07 0.19 0.08
C 4.3171 -2.4989 -0.5256 -0.30 0.11 0.11
N 3.6740 -0.2455 0.2855 0.32 -0.39 -0.06
H -2.3833 -0.3963 3.7095 -0.01 0.02 -0.03
H -1.1861 -1.6671 3.9192 -0.05 0.00 0.01
H -1.4798 -0.9978 2.3043 -0.11 -0.07 0.13
H -0.8535 0.4326 5.6831 -0.05 -0.03 -0.04
H 0.8748 2.1658 6.1308 0.03 -0.03 0.02
H 2.3726 2.8440 4.2588 -0.02 0.03 0.05
H 1.7020 3.6055 -2.3635 -0.02 0.03 -0.01
H 1.7944 2.4856 -4.5851 0.02 0.01 0.00
H 0.4232 0.4411 -4.9632 -0.05 -0.04 0.01
H -1.9380 -0.5437 -3.7242 -0.03 -0.02 0.03
H -1.4734 -1.2223 -2.1634 -0.09 -0.02 -0.05
H -0.6041 -1.6750 -3.6603 0.01 -0.02 0.04
H 5.6309 2.4109 0.9531 0.06 0.01 0.05
H 7.4275 0.7782 0.3751 0.01 0.01 -0.01
H 6.7420 -1.5259 -0.2565 -0.01 -0.01 -0.04
H 5.2285 -3.0216 -0.8064 -0.06 -0.05 -0.04
H 3.6558 -2.4558 -1.3864 -0.14 -0.04 -0.12
H 3.8227 -3.0694 0.2581 -0.12 -0.04 0.07
C -5.1184 -2.1162 0.0575 0.05 -0.21 -0.08
N -4.4675 -0.8317 0.2809 0.12 -0.04 0.02
C -5.1651 0.2997 0.5171 0.08 0.26 0.05
C -4.5438 1.4806 0.7266 -0.16 -0.01 -0.03
C -3.1176 1.4881 0.7162 -0.02 -0.03 0.11
N -2.4329 0.3652 0.4867 0.37 0.02 0.07
C -3.0712 -0.8132 0.2423 -0.16 0.09 -0.04
O -2.4629 -1.8451 0.0024 -0.09 -0.08 0.00
N -2.4261 2.5919 0.9740 -0.09 -0.24 0.07
H -6.1959 -1.9864 0.1049 0.00 0.05 0.02
H -4.7954 -2.8331 0.8107 -0.03 0.03 0.00
H -4.8351 -2.5100 -0.9170 -0.03 0.01 0.01
H -6.2422 0.2080 0.5332 0.00 -0.03 -0.04
H -5.1073 2.3838 0.8967 0.00 0.01 0.03
H -2.8804 3.4830 1.0656 0.01 0.02 -0.01
H -1.4224 2.5514 0.8072 -0.01 0.10 -0.11
N 0.2144 2.6242 -0.2789 0.15 -0.59 0.04
C 0.0170 3.9984 -0.1204 0.16 0.24 -0.02
C -0.3828 4.8553 -1.1626 0.04 -0.18 0.07
C -0.5633 6.2103 -0.9491 -0.01 -0.02 0.07
C -0.3931 6.7566 0.3153 -0.02 0.08 -0.03
C -0.0856 5.9143 1.3717 -0.01 0.08 0.04
C 0.1141 4.5598 1.1636 -0.04 -0.13 -0.12
H -0.5665 4.4461 -2.1449 0.04 0.02 -0.07
H -0.8510 6.8429 -1.7791 0.00 0.00 -0.01
H -0.5078 7.8200 0.4716 -0.05 0.00 0.04
H 0.0064 6.3204 2.3708 0.03 -0.02 0.03
H 0.3408 3.9154 2.0061 -0.05 0.03 0.00
O -0.4052 -4.0259 -4.8431 -0.03 0.15 0.03
C -0.3723 -5.1894 -4.0364 -0.07 -0.25 -0.02
N -0.0080 -4.7672 -2.7149 0.01 0.12 -0.22
C -0.8090 -4.9396 -1.6280 0.10 -0.01 -0.14
O -1.7922 -5.6491 -1.6182 0.01 0.03 0.11
C -0.3624 -4.1891 -0.4087 -0.01 0.03 0.16
C -0.3847 -4.7965 0.8386 0.02 0.12 -0.05
C 0.0419 -4.0618 1.9327 0.00 -0.06 -0.03
C 0.3660 -2.7280 1.7591 0.21 -0.13 0.17
N 0.2909 -2.1125 0.5786 0.23 0.10 0.21
C -0.0136 -2.8521 -0.4852 0.19 -0.16 -0.28
H -0.6492 -4.2662 -5.7425 0.02 -0.05 -0.01
H 0.3646 -5.9022 -4.4217 -0.02 0.07 0.00
H -1.3466 -5.6765 -3.9715 0.04 0.01 0.04
H 0.8062 -4.1772 -2.6561 0.01 -0.04 0.14
H -0.7107 -5.8236 0.9343 0.01 -0.02 -0.02
H 0.1135 -4.5148 2.9114 -0.01 0.05 0.03
H 0.7141 -2.1314 2.5923 -0.06 0.04 -0.04
H 0.0113 -2.3478 -1.4406 -0.09 0.01 0.04
```
Positions in Å, forces in eV/Å.

Properties
- Net charge: +1
- M: 958.7 g mol⁻¹
- HOMO-LUMO gap (spin up / spin down): 6.813 / 5.761 eV
- 2S+1: 5
- HOMO level (spin up / spin down): -8.87 / -9.28 eV



A structure of composition C36H39BaBr2ClN2O8P2 in a non-equilibrium geometry. Source: OMol25; level of theory: ωB97M-V with the def2-TZVPD basis set.

XYZ file:
```
91
Properties=species:S:1:pos:R:3:forces:R:3
Ba -0.7414 0.9378 0.3849 0.01 -0.51 -0.04
Br 4.6113 0.1894 0.6701 -0.16 0.00 -0.29
C 3.5293 0.7626 -0.8348 0.28 0.07 0.06
Br 4.1297 0.0026 -2.5242 -0.09 0.00 0.18
H 3.6257 1.8360 -0.9040 -0.06 0.03 0.10
H 2.5032 0.4749 -0.6529 0.02 -0.12 0.01
N -1.1331 2.5001 2.8176 0.14 0.04 -0.03
C -0.2024 3.6353 2.8813 0.21 -0.14 -0.08
C 1.2672 3.1783 2.9320 -0.06 0.07 -0.02
C 1.8071 2.4644 1.6740 0.03 0.42 0.11
O 2.6035 3.0670 0.9390 -0.06 -0.05 0.14
O 1.3667 1.2863 1.4973 0.98 -0.09 0.32
H -2.0856 2.7825 3.0135 0.02 0.04 -0.01
H -0.8874 1.7841 3.4971 0.01 0.00 0.02
H -0.3882 4.2560 3.7690 0.05 0.03 0.00
H -0.3498 4.2665 2.0003 -0.06 -0.08 -0.03
H 1.3761 2.4949 3.7800 0.07 -0.01 0.01
H 1.8919 4.0581 3.0968 -0.03 -0.01 0.06
O -0.5884 3.1996 -0.5236 -0.38 0.89 0.04
P -1.4613 3.4501 -1.7809 0.60 -1.41 -0.70
C -3.4319 2.9153 -0.6290 -0.90 -1.32 0.52
P -4.0510 1.2339 -0.5433 0.60 1.85 -0.04
O -3.0650 0.2183 -0.0393 -0.94 -0.34 -0.13
C -4.5618 0.7831 -2.2154 -0.19 -0.09 0.04
C -4.1208 -0.4510 -2.6825 -0.10 0.09 -0.30
C -4.4793 -0.8701 -3.9590 0.11 -0.05 0.11
C -5.2732 -0.0694 -4.7633 -0.05 0.03 -0.06
C -5.6999 1.1728 -4.3064 0.06 -0.07 0.02
C -5.3381 1.5982 -3.0382 0.05 0.03 0.00
C -5.5147 1.2060 0.5194 -0.18 -0.23 -0.12
C -5.2857 1.0823 1.8899 -0.11 -0.16 0.11
C -6.3508 1.1520 2.7760 0.16 0.01 -0.05
C -7.6431 1.3432 2.3058 -0.13 0.01 0.02
C -7.8773 1.4456 0.9417 0.09 0.02 -0.01
C -6.8140 1.3768 0.0502 -0.10 -0.03 0.12
C -0.0803 3.6558 -3.0164 0.04 0.70 0.02
C -0.3584 3.8559 -4.3670 0.20 0.06 -0.10
C 0.6641 4.0111 -5.2921 -0.14 -0.07 0.08
C 1.9857 3.9507 -4.8715 0.12 0.02 -0.12
C 2.2697 3.7324 -3.5318 0.05 -0.15 0.18
C 1.2498 3.5787 -2.5994 0.11 -0.02 -0.41
C -2.0352 5.1876 -1.7430 0.22 0.08 -0.01
C -3.0193 5.6690 -2.5985 -0.07 0.09 0.01
C -3.3997 7.0038 -2.5560 0.03 -0.04 0.01
C -2.8026 7.8658 -1.6448 -0.03 0.03 -0.03
C -1.8255 7.3867 -0.7831 0.08 -0.04 0.07
C -1.4385 6.0532 -0.8314 -0.15 0.13 -0.09
H -4.1844 3.5869 -1.0449 -0.01 -0.01 -0.07
H -3.1204 3.2595 0.3595 -0.11 0.02 0.13
H -3.4744 -1.0575 -2.0604 -0.09 0.03 0.07
H -4.1154 -1.8234 -4.3207 -0.04 -0.02 -0.06
H -5.5487 -0.4045 -5.7562 0.00 0.01 -0.01
H -6.3018 1.8117 -4.9410 0.00 0.00 -0.01
H -5.6462 2.5804 -2.6964 0.02 -0.04 0.04
H -4.2850 0.8746 2.2573 -0.03 0.06 -0.04
H -6.1614 1.0438 3.8365 -0.03 -0.01 0.02
H -8.4713 1.3934 3.0029 -0.01 0.01 0.00
H -8.8855 1.5730 0.5664 -0.03 0.00 0.02
H -7.0079 1.4352 -1.0134 0.02 0.02 -0.01
H -1.3892 3.8876 -4.7076 -0.06 -0.01 0.06
H 0.4283 4.1626 -6.3394 0.02 0.03 -0.04
H 2.7899 4.0606 -5.5896 0.03 0.00 -0.01
H 3.2979 3.6692 -3.1953 0.07 0.02 -0.05
H 1.4862 3.3975 -1.5578 -0.08 0.10 0.07
H -3.5007 4.9966 -3.3024 0.05 -0.05 0.03
H -4.1651 7.3679 -3.2316 -0.01 0.03 0.00
H -3.0995 8.9072 -1.6069 -0.01 0.02 0.01
H -1.3558 8.0535 -0.0694 0.00 0.04 0.00
H -0.6695 5.6629 -0.1746 0.00 -0.02 0.01
N 1.6224 -2.4028 0.5122 -0.03 0.84 -0.41
C 1.3089 -3.4365 1.3603 -0.42 -0.85 0.03
C 1.7109 -3.4633 2.6996 0.04 0.16 -0.12
C 1.4452 -4.5647 3.4954 0.00 -0.04 0.06
C 0.7734 -5.6730 2.9971 -0.01 0.08 -0.16
C 0.3510 -5.6459 1.6701 -0.04 -0.11 0.10
C 0.6101 -4.5545 0.8657 0.19 0.37 0.07
H 0.9568 -2.1885 -0.2410 0.23 -0.36 0.45
H 1.8264 -1.5284 0.9787 0.13 0.03 0.16
H 2.2032 -2.5928 3.1178 0.00 -0.01 0.00
H 1.7504 -4.5457 4.5359 0.00 0.02 -0.03
H 0.5601 -6.5247 3.6309 -0.01 0.02 -0.01
H -0.2003 -6.4851 1.2588 0.01 0.01 0.02
H 0.2680 -4.5194 -0.1623 -0.03 -0.11 -0.02
O -0.3976 -0.3461 4.2476 -0.13 -0.22 -0.14
Cl -1.3526 -1.0743 3.4345 -0.41 1.11 -0.27
O -1.6319 -2.3488 4.0175 -0.09 -0.15 0.00
O -2.5720 -0.2665 3.3182 0.56 -0.57 0.24
O -0.8141 -1.2376 2.0875 0.02 -0.33 0.49
C -0.0170 -0.9939 -1.7527 -0.17 -0.20 -0.57
H -0.8372 -1.7181 -1.9771 0.07 0.22 0.12
H 0.6563 -1.1551 -2.6201 0.00 0.16 0.12
```
Positions in Å, forces in eV/Å.

Properties
- Net charge: -2
- M: 1022.3 g mol⁻¹
- HOMO-LUMO gap (spin up / spin down): 3.292 / 3.291 eV
- 2S+1: 1
- HOMO level (spin up / spin down): -0.33 / -0.33 eV